1.
Here is a structure of composition C19H35AlBeBr4Cl2LiN4O15PS in a non-equilibrium geometry from the OMol25 dataset. Energies are from wB97M-V/def2-TZVPD.

Cartesian coordinates (Å):
C: 1.152 2.689 -4.617
C: 1.048 1.847 -3.608
N: 0.990 2.228 -2.227
N: 1.883 3.175 -1.655
C: 0.099 1.719 -1.458
N: 0.048 2.144 -0.138
C: -1.018 1.475 0.674
C: -0.212 0.754 1.780
O: -0.483 1.341 3.043
C: 0.568 1.094 3.965
O: 0.280 0.156 4.961
C: -0.077 -1.122 4.478
C: 1.061 -1.885 3.765
O: 0.616 -2.614 2.628
C: -2.211 2.317 1.159
C: -3.276 1.486 1.927
O: -3.259 1.355 3.047
Br: -4.762 0.609 0.969
C: -1.648 0.605 -0.468
N: -0.890 0.826 -1.741
C: -0.523 -0.402 -2.391
Br: -1.334 -0.697 -4.135
C: 0.291 -1.313 -1.947
C: 1.026 -1.200 -0.617
Br: 0.532 -2.865 -3.101
H: 1.892 3.492 -4.591
H: 0.543 2.559 -5.508
H: 1.031 0.781 -3.837
H: 2.581 3.435 -2.343
H: 2.406 2.669 -0.939
H: -0.318 3.156 -0.264
H: -0.465 -0.314 1.830
H: 0.851 0.833 1.525
H: 1.516 0.836 3.466
H: 0.755 2.030 4.493
H: -0.375 -1.707 5.353
H: -0.991 -1.057 3.855
H: 1.456 -2.616 4.483
H: 1.915 -1.208 3.518
H: -0.304 -2.409 2.462
H: -2.759 2.793 0.342
H: -1.933 3.112 1.850
H: -1.644 -0.450 -0.177
H: -2.657 0.906 -0.752
H: 1.477 -0.223 -0.428
H: 0.356 -1.551 0.168
H: 1.851 -1.921 -0.647
O: 0.643 5.798 5.373
Cl: 1.905 5.086 5.490
O: 2.850 5.632 4.550
O: 1.679 3.678 5.182
O: 2.408 5.218 6.822
C: -2.997 -3.933 -4.174
C: -3.907 -3.779 -2.968
O: -3.662 -2.977 -2.113
C: -5.124 -4.673 -2.891
H: -2.170 -3.233 -4.096
H: -2.572 -4.939 -4.223
H: -3.554 -3.716 -5.089
H: -4.818 -5.725 -2.869
H: -5.775 -4.492 -3.749
H: -5.677 -4.454 -1.981
Al: -2.416 -6.867 -4.591
O: 2.047 -1.774 -7.261
P: 0.648 -2.343 -7.159
O: 0.730 -3.954 -7.029
O: -0.136 -1.991 -8.404
O: -0.052 -1.809 -5.891
Li: -0.985 4.036 2.982
Cl: -4.898 3.413 1.464
Be: -0.508 4.700 -1.145
O: -7.560 3.767 3.874
H: -6.829 3.299 3.440
C: 5.851 0.358 3.054
S: 5.079 -0.146 1.512
O: 3.618 0.117 1.640
C: 5.332 -1.911 1.748
H: 5.772 1.440 3.139
H: 5.340 -0.111 3.895
H: 6.902 0.071 3.043
H: 4.854 -2.233 2.674
H: 6.401 -2.122 1.782
H: 4.885 -2.437 0.907
Br: -0.389 -3.860 -5.088

Computed properties:
total energy	-14312.12116	a.u.

Table of Löwdin atomic charges, one value per atom, all in e: atom 1 (C): 0.09, atom 2 (C): -0.12, atom 3 (N): -0.07, atom 4 (N): 0.11, atom 5 (C): -0.37, atom 6 (N): 0.09, atom 7 (C): -0.32, atom 8 (C): -0.13, atom 9 (O): -0.10, atom 10 (C): -0.22, atom 11 (O): -0.06, atom 12 (C): -0.17, atom 13 (C): -0.21, atom 14 (O): -0.07, atom 15 (C): -0.20, atom 16 (C): -0.97, atom 17 (O): 0.07, atom 18 (Br): 0.68, atom 19 (C): -0.04, atom 20 (N): 0.03, atom 21 (C): -0.67, atom 22 (Br): 0.92, atom 23 (C): -0.61, atom 24 (C): -0.06, atom 25 (Br): 0.74, atom 26 (H): 0.08, atom 27 (H): 0.09, atom 28 (H): 0.11, atom 29 (H): 0.10, atom 30 (H): 0.12, atom 31 (H): -0.09, atom 32 (H): 0.11, atom 33 (H): 0.12, atom 34 (H): 0.13, atom 35 (H): 0.10, atom 36 (H): 0.13, atom 37 (H): 0.12, atom 38 (H): 0.12, atom 39 (H): 0.11, atom 40 (H): 0.06, atom 41 (H): 0.06, atom 42 (H): 0.05, atom 43 (H): 0.14, atom 44 (H): 0.09, atom 45 (H): 0.07, atom 46 (H): 0.07, atom 47 (H): 0.08, atom 48 (O): -0.40, atom 49 (Cl): 0.64, atom 50 (O): -0.37, atom 51 (O): -0.41, atom 52 (O): -0.34, atom 53 (C): -0.20, atom 54 (C): -0.48, atom 55 (O): 0.10, atom 56 (C): -0.01, atom 57 (H): -0.09, atom 58 (H): -0.23, atom 59 (H): 0.13, atom 60 (H): 0.06, atom 61 (H): 0.10, atom 62 (H): 0.09, atom 63 (Al): 1.00, atom 64 (O): -0.24, atom 65 (P): -0.07, atom 66 (O): -0.40, atom 67 (O): -0.25, atom 68 (O): -0.75, atom 69 (Li): 0.78, atom 70 (Cl): -0.01, atom 71 (Be): 0.54, atom 72 (O): -0.10, atom 73 (H): -0.11, atom 74 (C): -0.26, atom 75 (S): 0.81, atom 76 (O): -0.58, atom 77 (C): -0.26, atom 78 (H): 0.06, atom 79 (H): 0.06, atom 80 (H): 0.06, atom 81 (H): 0.06, atom 82 (H): 0.06, atom 83 (H): 0.05, atom 84 (Br): 0.69

***

2.
Here is a structure of composition C19H35F5N3O5PdSi2Te3 from the OMol25 dataset. Energies are from wB97M-V/def2-TZVPD.

Cartesian coordinates (Å):
Pd: 0.619 -0.169 -1.058
C: 0.360 1.751 4.119
Si: -0.354 1.717 2.375
C: 0.928 2.320 1.166
C: -1.826 2.892 2.325
C: -1.028 -0.006 2.020
Te: 0.173 -1.482 0.995
C: 1.904 -1.179 2.169
Si: 2.097 -2.407 3.574
C: 2.259 -4.161 2.969
C: 3.624 -1.901 4.541
C: 0.590 -2.259 4.694
H: 0.323 2.765 4.526
H: 1.403 1.429 4.138
H: -0.203 1.102 4.793
H: 1.310 3.293 1.492
H: 0.533 2.447 0.156
H: 1.780 1.642 1.072
H: -1.516 3.922 2.516
H: -2.583 2.622 3.066
H: -2.299 2.863 1.339
H: -1.914 0.074 1.382
H: -1.357 -0.470 2.955
H: 1.857 -0.159 2.551
H: 2.715 -1.226 1.441
H: 3.125 -4.265 2.313
H: 1.391 -4.454 2.377
H: 2.361 -4.850 3.812
H: 4.506 -1.928 3.898
H: 3.801 -2.572 5.385
H: 3.525 -0.885 4.932
H: -0.322 -2.543 4.160
H: 0.467 -1.235 5.054
H: 0.678 -2.913 5.565
F: 2.903 0.437 -5.159
Te: 2.483 1.224 -3.413
F: 1.529 2.419 -4.528
F: 1.510 2.296 -2.023
F: 3.857 2.595 -3.599
F: 2.503 -0.220 -0.564
O: 0.607 0.262 -3.414
Te: 0.251 -1.325 -4.542
C: -1.101 -2.324 -3.257
C: -2.430 -1.909 -3.183
C: -3.318 -2.534 -2.321
C: -2.886 -3.596 -1.537
C: -1.574 -4.038 -1.629
C: -0.683 -3.407 -2.488
H: -2.769 -1.089 -3.805
H: -4.345 -2.192 -2.259
H: -3.573 -4.079 -0.852
H: -1.227 -4.858 -1.013
H: 0.348 -3.721 -2.531
N: -1.320 0.325 -1.352
C: -1.845 1.143 -1.975
N: -2.477 2.040 -2.694
C: -1.806 2.469 -3.951
C: -0.970 3.706 -3.676
O: -1.771 4.732 -3.084
C: -2.239 4.318 -1.820
C: -3.165 3.123 -1.972
H: -2.595 2.679 -4.674
H: -1.170 1.655 -4.300
H: -0.573 4.103 -4.607
H: -0.130 3.453 -3.024
H: -2.775 5.157 -1.375
H: -1.394 4.052 -1.169
H: -4.037 3.403 -2.565
H: -3.502 2.746 -1.006
O: 3.787 -3.754 -0.705
N: 2.706 -3.199 -0.880
O: 2.427 -2.621 -1.934
O: 1.839 -3.242 0.066

Computed properties:
relative energy (zero: lowest compared OMol25 entry of this formula, charge and spin)	67.5	kJ/mol
total energy	-3295.75512	a.u.
total charge	-1

Table of Löwdin atomic charges, one value per atom, all in e: atom 1 (Pd): 0.64, atom 2 (C): -0.18, atom 3 (Si): 0.41, atom 4 (C): -0.19, atom 5 (C): -0.18, atom 6 (C): -0.56, atom 7 (Te): 1.48, atom 8 (C): -0.51, atom 9 (Si): 0.40, atom 10 (C): -0.18, atom 11 (C): -0.18, atom 12 (C): -0.18, atom 13 (H): 0.03, atom 14 (H): 0.02, atom 15 (H): 0.02, atom 16 (H): 0.04, atom 17 (H): 0.00, atom 18 (H): 0.02, atom 19 (H): 0.03, atom 20 (H): 0.03, atom 21 (H): 0.01, atom 22 (H): -0.01, atom 23 (H): 0.00, atom 24 (H): -0.01, atom 25 (H): 0.02, atom 26 (H): 0.04, atom 27 (H): 0.02, atom 28 (H): 0.03, atom 29 (H): 0.03, atom 30 (H): 0.03, atom 31 (H): 0.02, atom 32 (H): 0.02, atom 33 (H): 0.01, atom 34 (H): 0.03, atom 35 (F): -0.58, atom 36 (Te): 1.87, atom 37 (F): -0.44, atom 38 (F): -0.55, atom 39 (F): -0.55, atom 40 (F): -0.57, atom 41 (O): -1.12, atom 42 (Te): 1.33, atom 43 (C): -0.56, atom 44 (C): -0.18, atom 45 (C): -0.10, atom 46 (C): -0.10, atom 47 (C): -0.09, atom 48 (C): -0.15, atom 49 (H): 0.08, atom 50 (H): 0.10, atom 51 (H): 0.10, atom 52 (H): 0.11, atom 53 (H): 0.08, atom 54 (N): 0.09, atom 55 (C): -0.22, atom 56 (N): -0.05, atom 57 (C): -0.08, atom 58 (C): -0.17, atom 59 (O): -0.12, atom 60 (C): -0.20, atom 61 (C): -0.11, atom 62 (H): 0.13, atom 63 (H): 0.10, atom 64 (H): 0.13, atom 65 (H): 0.10, atom 66 (H): 0.13, atom 67 (H): 0.13, atom 68 (H): 0.13, atom 69 (H): 0.12, atom 70 (O): -0.01, atom 71 (N): -0.59, atom 72 (O): -0.08, atom 73 (O): -0.28

***

3.
Here is a cluster of 2 separate species, C19H35FN2O7S in total in a non-equilibrium geometry from the OMol25 dataset. Energies are from wB97M-V/def2-TZVPD.

Cartesian coordinates (Å):
C: 4.463 -1.988 1.495
C: 4.331 -0.661 0.512
O: 4.626 -0.967 -0.914
C: 3.385 -0.925 -1.711
O: 2.484 -1.912 -1.449
C: 3.028 0.262 -2.831
C: 2.394 1.617 -2.161
C: 0.741 1.688 -2.199
N: 0.196 0.745 -1.152
C: -0.887 -0.210 -1.680
C: -0.985 -1.428 -0.598
N: -2.285 -2.236 -0.806
C: -2.210 -3.510 0.008
C: -2.483 -2.589 -2.264
C: -1.324 -3.253 -3.218
O: -3.717 -2.378 -2.797
O: -0.754 -1.101 0.798
C: -0.914 0.299 1.156
C: -2.429 0.697 1.735
C: -3.657 0.249 0.757
O: -4.759 1.211 0.946
C: -5.183 1.738 -0.374
C: -4.938 3.378 -0.594
O: -5.755 0.989 -1.335
C: -0.426 1.407 0.056
F: -1.519 2.333 -0.401
S: 0.873 2.547 0.871
H: 3.414 -2.407 1.809
H: 5.030 -1.676 2.479
H: 5.106 -2.838 0.979
H: 3.231 -0.231 0.609
H: 5.118 0.141 0.890
H: 2.405 -0.165 -3.747
H: 4.089 0.575 -3.277
H: 2.791 2.550 -2.776
H: 2.848 1.734 -1.078
H: 0.450 2.827 -2.017
H: 0.367 1.394 -3.274
H: 0.973 0.122 -0.781
H: -1.893 0.323 -1.944
H: -0.428 -0.661 -2.683
H: -0.127 -2.202 -0.906
H: -2.659 -4.435 -0.568
H: -2.766 -3.432 1.046
H: -1.082 -3.791 0.239
H: -1.695 -4.243 -3.745
H: -0.336 -3.554 -2.632
H: -1.030 -2.466 -4.044
H: -0.207 0.473 2.106
H: -2.541 0.193 2.788
H: -2.464 1.873 1.937
H: -3.404 0.182 -0.383
H: -4.049 -0.800 1.167
H: -4.815 3.602 -1.740
H: -5.880 3.935 -0.143
H: -3.968 3.627 0.040
H: 0.265 2.913 2.110
C: 2.087 1.411 4.965
C: 3.193 1.178 3.921
O: 3.348 -0.132 3.809
H: 2.356 1.001 5.946
H: 1.920 2.487 5.094
H: 1.132 0.967 4.656
H: 4.048 1.779 4.268
H: 2.876 1.746 3.033

Computed properties:
total energy	-1878.62775	a.u.

Table of Löwdin atomic charges, one value per atom, all in e: atom 1 (C): -0.10, atom 2 (C): -0.20, atom 3 (O): -0.12, atom 4 (C): -0.23, atom 5 (O): -0.05, atom 6 (C): -0.09, atom 7 (C): -0.16, atom 8 (C): -0.13, atom 9 (N): -0.08, atom 10 (C): -0.01, atom 11 (C): -0.27, atom 12 (N): -0.11, atom 13 (C): -0.07, atom 14 (C): -0.30, atom 15 (C): -0.03, atom 16 (O): -0.02, atom 17 (O): -0.05, atom 18 (C): -0.22, atom 19 (C): -0.06, atom 20 (C): -0.16, atom 21 (O): -0.12, atom 22 (C): -0.28, atom 23 (C): -0.01, atom 24 (O): -0.02, atom 25 (C): -0.53, atom 26 (F): -0.08, atom 27 (S): 0.81, atom 28 (H): 0.08, atom 29 (H): 0.08, atom 30 (H): 0.08, atom 31 (H): 0.11, atom 32 (H): 0.15, atom 33 (H): 0.13, atom 34 (H): 0.14, atom 35 (H): 0.14, atom 36 (H): 0.11, atom 37 (H): 0.15, atom 38 (H): 0.15, atom 39 (H): 0.17, atom 40 (H): 0.17, atom 41 (H): 0.15, atom 42 (H): 0.15, atom 43 (H): 0.12, atom 44 (H): 0.11, atom 45 (H): 0.11, atom 46 (H): 0.11, atom 47 (H): 0.09, atom 48 (H): 0.09, atom 49 (H): 0.16, atom 50 (H): 0.14, atom 51 (H): 0.14, atom 52 (H): 0.11, atom 53 (H): 0.15, atom 54 (H): 0.10, atom 55 (H): 0.10, atom 56 (H): 0.09, atom 57 (H): -0.03, atom 58 (C): -0.16, atom 59 (C): -0.63, atom 60 (O): -0.32, atom 61 (H): 0.06, atom 62 (H): 0.04, atom 63 (H): 0.04, atom 64 (H): 0.07, atom 65 (H): 0.02

***

| no. | Kohn-Sham gap (eV) |
| --- | --- |
| 1 | 1.0358 |
| 2 | 6.8322 |
| 3 | 4.3013 |